[1]
DFT (ωB97M-V with the def2-TZVPD basis set) results for 3 unconnected molecules or ions with the total composition C29H35FN4O6S in a non-equilibrium geometry.

Last column: Mulliken charge in e.
Element x y z (Å)
C (0.79738, -5.41242, -0.85216)  -0.368
C (1.43046, -4.97879, -1.93505)  -0.275
C (2.20044, -4.18050, -3.12959)  -0.405
C (1.21179, -3.07182, -3.84104)  -0.144
C (1.93004, -1.62651, -3.74195)  -1.292
C (0.88236, -0.36605, -3.81815)  2.604
C (0.12209, -0.62112, -5.22463)  -1.156
C (-0.71268, 0.64594, -5.78245)  -0.341
F (-1.83781, 0.17394, -6.56819)  -0.369
C (1.73322, 1.03998, -3.84424)  -0.503
C (3.35087, 0.95975, -3.66770)  -0.826
C (3.83862, 0.73205, -2.14569)  0.053
N (4.48835, 1.69202, -1.45836)  -0.664
N (1.14021, 2.04513, -2.86776)  0.065
C (0.15064, 1.52720, -2.12170)  -0.684
C (-0.03705, -0.04860, -2.52943)  0.758
C (-1.65062, -0.15245, -2.63288)  -1.411
S (-2.29867, -1.86531, -2.98358)  -0.159
C (-3.98758, -1.73115, -3.80410)  -0.421
C (-5.21431, -1.84565, -2.71519)  -0.858
C (0.26426, -0.76711, -1.12082)  -0.144
O (0.50059, -2.01228, -0.94079)  -0.498
O (0.21330, 0.06821, 0.03998)  -0.730
H (0.61085, -5.81078, 0.20825)  0.321
H (2.50765, -4.97506, -3.90198)  0.339
H (3.12795, -3.70605, -2.64458)  0.292
H (0.98229, -3.35002, -4.94542)  0.471
H (0.22626, -3.12196, -3.24938)  -0.038
H (2.61976, -1.53762, -4.68105)  0.424
H (2.54755, -1.62746, -2.75985)  -0.076
H (0.96074, -0.86031, -6.00254)  0.512
H (-0.58794, -1.52627, -5.22904)  0.347
H (-0.98346, 1.43466, -4.98315)  0.233
H (-0.00616, 1.19794, -6.53244)  0.267
H (1.65801, 1.65497, -4.83686)  0.221
H (3.84996, 0.22831, -4.42827)  0.228
H (3.74781, 2.01514, -3.97865)  0.465
H (3.71355, -0.26895, -1.55994)  0.315
H (4.57914, 2.52659, -2.06732)  0.262
H (1.35622, 3.04695, -2.74510)  0.328
H (-0.43350, 2.14484, -1.34462)  0.428
H (-2.06160, 0.14050, -1.57846)  0.589
H (-2.13377, 0.60281, -3.36665)  0.386
H (-4.11568, -0.71524, -4.35704)  0.265
H (-4.17769, -2.60205, -4.55228)  0.322
H (-6.21155, -1.65432, -3.27500)  0.325
H (-5.27783, -2.89074, -2.23571)  0.255
H (-5.11116, -0.99356, -1.93081)  0.233
C (0.41562, -0.39807, 4.04070)  -0.617
C (-0.40113, -0.18683, 2.93233)  -0.164
C (-1.72637, -0.61284, 2.95180)  -0.462
C (-2.22586, -1.24679, 4.09079)  0.122
C (-1.40925, -1.46775, 5.20135)  -0.417
C (-0.08469, -1.04067, 5.17131)  -0.384
N (-3.62730, -1.67437, 4.12578)  1.034
O (-4.31005, -1.48036, 3.12432)  -0.612
O (-4.04028, -2.19840, 5.15591)  -0.617
H (1.44794, -0.05921, 4.02402)  0.454
H (-0.00493, 0.31325, 2.05314)  0.374
H (-2.35130, -0.44167, 2.08117)  0.504
H (-1.78686, -1.96415, 6.08980)  0.438
H (0.55796, -1.20477, 6.03053)  0.412
C (-0.51360, 5.32834, 7.13965)  -0.376
C (-1.01074, 4.04069, 6.95449)  -0.525
C (-0.13444, 2.96682, 6.82490)  -0.161
C (1.24121, 3.19419, 6.88699)  0.021
C (1.74476, 4.48326, 7.06468)  -0.374
C (0.86041, 5.55104, 7.19044)  -0.428
N (2.16674, 2.06357, 6.77637)  0.959
O (1.68625, 0.94839, 6.60219)  -0.551
O (3.36733, 2.29593, 6.86808)  -0.598
H (-1.20100, 6.16325, 7.24600)  0.366
H (-2.08285, 3.87371, 6.91424)  0.378
H (-0.53564, 1.96830, 6.68102)  0.484
H (2.81301, 4.67067, 7.10932)  0.431
H (1.24177, 6.55766, 7.33206)  0.365

Summary:
DFT total energy: -62423.01075 eV
gap between HOMO and LUMO: 7.507 eV
relative energy (zero: lowest compared OMol25 entry of this formula, charge and spin): 3.6030 eV

=====

[2]
DFT (ωB97M-V with the def2-TZVPD basis set) results for a molecular structure, C29H35GeKN8O5S.

Last column: Mulliken charge in e.
Element x y z (Å)
K (-0.02845, -0.13788, 1.43513)  1.324
O (0.33216, 6.36390, 5.66088)  -0.745
C (-0.22759, 6.29956, 4.54860)  0.557
O (-0.79649, 7.18621, 3.88136)  -0.748
C (-0.13715, 4.91871, 3.85290)  -0.657
C (-0.68455, 4.71015, 2.59751)  -0.915
C (-0.58632, 3.45487, 2.00958)  0.920
N (0.01738, 2.42571, 2.60722)  0.194
C (0.54361, 2.61700, 3.81934)  0.806
C (0.48241, 3.84501, 4.47059)  -0.890
C (1.20047, 1.42302, 4.47585)  0.248
C (1.97821, 1.56351, 5.62412)  -0.836
C (2.53382, 0.42808, 6.19364)  -0.423
C (2.30579, -0.80738, 5.61329)  -0.913
C (1.53195, -0.86123, 4.46168)  -0.134
N (1.00231, 0.23135, 3.91084)  0.266
C (-1.19549, 3.19599, 0.65525)  0.292
C (-1.46594, 4.24645, -0.22272)  -0.765
C (-2.06818, 3.96316, -1.43647)  -0.568
C (-2.39256, 2.65202, -1.74456)  -0.547
C (-2.06786, 1.66862, -0.82229)  -0.376
N (-1.47310, 1.93175, 0.33662)  0.046
H (-1.19354, 5.54278, 2.13289)  0.463
H (0.88323, 4.01388, 5.45932)  0.441
H (2.15200, 2.53570, 6.06012)  0.314
H (3.14202, 0.51707, 7.08614)  0.399
H (2.71552, -1.72051, 6.02376)  0.443
H (1.33178, -1.80161, 3.95261)  0.391
H (-1.19669, 5.25981, 0.03619)  0.338
H (-2.27903, 4.76409, -2.13503)  0.400
H (-2.86982, 2.38541, -2.67871)  0.438
H (-2.27909, 0.61935, -1.01266)  0.486
N (2.73305, -0.16738, 1.00075)  -0.340
N (3.32984, -1.44985, 0.94998)  -0.471
C (2.50479, -2.53412, 1.39897)  -0.324
N (3.28142, -3.65584, 1.73103)  -0.677
N (1.24763, -2.40537, 1.37968)  0.216
N (0.41332, -3.54892, 1.49133)  0.268
O (0.93024, -4.43027, 2.38135)  -1.034
O (-0.82773, -3.03772, 2.10112)  -0.434
H (3.08410, 0.42185, 0.25752)  0.288
H (2.85501, 0.26420, 1.91059)  0.237
H (4.20821, -1.49172, 1.45213)  0.306
H (3.82125, -3.94689, 0.92080)  0.232
H (2.54566, -4.35068, 2.01035)  0.431
C (-0.98216, -4.62416, -1.26658)  -1.152
Ge (-2.32217, -3.52891, -0.32166)  0.042
C (-3.86722, -4.78637, -0.07073)  -1.364
C (-3.07225, -2.32274, -1.72932)  -0.605
C (-1.65480, -2.37925, 1.06562)  -0.556
H (-1.26404, -4.76855, -2.31533)  0.401
H (-0.89583, -5.60264, -0.78978)  0.393
H (-0.00872, -4.14228, -1.18365)  0.215
H (-4.09987, -5.31405, -1.00318)  0.349
H (-4.75488, -4.23032, 0.24366)  0.365
H (-3.63907, -5.52650, 0.69999)  0.359
H (-3.33546, -2.86448, -2.64332)  0.395
H (-2.31086, -1.57271, -1.95770)  -0.476
H (-3.96244, -1.80124, -1.36426)  0.407
H (-2.51026, -2.01267, 1.65625)  0.307
C (-0.36703, 0.68951, -7.91523)  -1.413
C (-0.02738, 0.57951, -6.45218)  1.069
C (1.21526, 0.97810, -5.97546)  -0.674
C (1.52828, 0.89417, -4.62328)  -0.702
C (0.58506, 0.39680, -3.74442)  -0.387
C (-0.66982, 0.00548, -4.19244)  -0.041
C (-0.96479, 0.09154, -5.54315)  -0.845
S (0.97564, 0.33076, -1.99507)  1.253
C (1.23335, -1.43423, -1.86991)  -0.129
O (2.30815, 1.00728, -1.85448)  -0.854
H (0.52042, 0.91110, -8.50856)  0.347
H (-1.09336, 1.48587, -8.09352)  0.288
H (-0.80211, -0.23793, -8.29161)  0.343
H (1.95221, 1.36491, -6.67130)  0.282
H (2.48407, 1.22070, -4.23281)  0.489
H (-1.40924, -0.37539, -3.49707)  0.262
H (-1.94177, -0.22398, -5.89298)  0.385
H (2.10822, -1.69287, -2.46753)  0.546
H (0.33364, -1.94083, -2.22397)  0.273
H (1.37358, -1.67555, -0.81364)  -0.525

Summary:
net charge: -2
DFT total energy: -136471.88176 eV
gap between HOMO and LUMO: 3.638 eV
relative energy (zero: lowest compared OMol25 entry of this formula, charge and spin): 0.0000 eV

=====

[3]
DFT (ωB97M-V with the def2-TZVPD basis set) results for a molecular structure, C29H35N2O4PPt.

Last column: Mulliken charge in e.
Element x y z (Å)
Pt (-0.61348, 0.21390, 0.79637)  1.686
O (4.15671, -0.95198, 0.68043)  -0.469
C (3.09379, -0.18512, 0.41694)  -0.029
O (2.66955, 0.03675, -0.68180)  -0.555
C (2.56706, 0.48053, 1.65698)  0.535
C (3.40989, 0.73704, 2.72057)  -0.332
C (2.97326, 1.57960, 3.73486)  -0.677
C (1.73517, 2.17610, 3.61311)  -0.449
C (0.93826, 1.84100, 2.52863)  0.549
N (1.32426, 0.96653, 1.59235)  -0.176
C (-0.39473, 2.55354, 2.31479)  0.121
O (-0.70369, 3.45603, 3.06142)  -0.688
O (-1.05115, 2.14601, 1.27477)  -0.656
H (4.38855, -1.40297, -0.14624)  0.415
H (4.39664, 0.29819, 2.72835)  0.571
H (3.61192, 1.79486, 4.58123)  0.448
H (1.35107, 2.89713, 4.32036)  0.532
C (-3.00392, 0.80134, -1.93149)  -1.685
C (-3.72196, 0.66465, -0.58712)  0.884
C (-4.09099, 2.03032, -0.00630)  -1.379
P (-2.69182, -0.36434, 0.51513)  0.156
C (-3.52310, -0.55307, 2.14982)  0.633
C (-5.01730, -0.84182, 2.00828)  -1.549
C (-3.24617, 0.59364, 3.12190)  -1.297
C (-2.62496, -1.99762, -0.17508)  0.240
C (-3.69880, -2.72906, -0.68608)  -0.281
C (-3.55646, -4.04885, -1.06553)  0.167
C (-4.70076, -4.84466, -1.63622)  -1.713
C (-2.29255, -4.62266, -0.88085)  -1.171
C (-1.21274, -3.91810, -0.39539)  -0.636
C (-1.33643, -2.54532, -0.06833)  1.304
N (-0.29763, -1.74722, 0.33376)  -0.642
C (0.94756, -2.41319, 0.51130)  -0.727
C (1.34956, -2.79606, 1.79805)  1.359
C (0.51360, -2.42453, 2.99177)  -1.354
C (2.49546, -3.56944, 1.94870)  -0.991
C (3.24337, -3.97976, 0.85346)  0.882
C (4.48834, -4.80592, 1.03927)  -1.607
C (2.83328, -3.57926, -0.41337)  -1.578
C (1.70013, -2.79190, -0.60487)  1.471
C (1.25951, -2.38761, -1.98236)  -1.678
H (-3.65668, 1.29935, -2.65063)  0.487
H (-2.71648, -0.16806, -2.34032)  0.308
H (-2.10099, 1.40419, -1.81580)  0.319
H (-4.63921, 0.08179, -0.73240)  0.439
H (-3.20170, 2.58830, 0.28568)  0.236
H (-4.74155, 1.94319, 0.86365)  0.238
H (-4.63020, 2.60215, -0.76434)  0.469
H (-3.03430, -1.45320, 2.53830)  0.323
H (-5.55958, 0.03337, 1.64577)  0.253
H (-5.43512, -1.10525, 2.98171)  0.479
H (-5.20789, -1.67446, 1.33086)  0.366
H (-3.59798, 1.55521, 2.74924)  0.208
H (-2.18012, 0.69139, 3.32008)  0.152
H (-3.75112, 0.39185, 4.06938)  0.513
H (-4.66847, -2.25155, -0.78993)  0.188
H (-5.61385, -4.24969, -1.66542)  0.334
H (-4.90365, -5.73634, -1.03952)  0.351
H (-4.48858, -5.17594, -2.65495)  0.349
H (-2.15013, -5.66735, -1.13957)  0.397
H (-0.26075, -4.41872, -0.28138)  0.413
H (0.29614, -1.35438, 3.00606)  0.042
H (1.01841, -2.69587, 3.91892)  0.463
H (-0.44935, -2.94096, 2.96105)  0.210
H (2.79994, -3.87398, 2.94508)  0.399
H (4.37761, -5.50021, 1.87250)  0.371
H (5.35273, -4.17416, 1.26028)  0.258
H (4.71893, -5.38194, 0.14296)  0.409
H (3.40103, -3.89927, -1.28329)  0.356
H (2.01078, -2.65582, -2.72500)  0.501
H (1.09275, -1.31241, -2.02410)  0.288
H (0.32058, -2.87892, -2.24672)  0.248

Summary:
DFT total energy: -54350.52778 eV
gap between HOMO and LUMO: 6.625 eV
relative energy (zero: lowest compared OMol25 entry of this formula, charge and spin): 0.0000 eV

=====

- What is the gap between HOMO and LUMO in the first record?
  7.507 eV

=====

- Which formula does entry 2 have?
  C29H35GeKN8O5S